# C14H16N4O

An isolated molecule of C14H16N4O (wB97M-V/def2-TZVPD, the Open Molecules 2025 dataset).

Structure (XYZ):
```
35
Properties=species:S:1:pos:R:3:nbo_charge:R:1
C 5.687 0.630 0.438 -0.64
C 4.271 0.349 0.128 0.14
C 3.513 1.264 -0.635 -0.19
C 2.166 0.976 -0.848 -0.06
C 1.366 1.972 -1.645 -0.64
C 1.601 -0.209 -0.283 0.33
N 0.339 -0.730 -0.449 -0.46
N -0.860 -0.102 -1.010 -0.29
C -1.389 -0.498 -2.263 0.53
O -2.389 0.025 -2.732 -0.59
C -1.696 0.690 -0.057 -0.25
C -2.627 -0.227 0.711 -0.06
C -2.264 -0.866 1.893 -0.21
C -3.161 -1.698 2.593 -0.21
C -4.470 -1.931 2.043 -0.20
C -4.823 -1.335 0.812 -0.21
C -3.877 -0.521 0.167 -0.19
N 2.411 -1.028 0.432 -0.26
N 3.684 -0.730 0.658 -0.21
H 5.733 1.259 1.349 0.23
H 6.264 -0.278 0.608 0.24
H 6.185 1.203 -0.369 0.21
H 3.967 2.158 -1.112 0.22
H 2.029 2.705 -2.176 0.22
H 0.778 1.554 -2.466 0.23
H 0.717 2.536 -0.970 0.22
H 0.232 -1.634 0.006 0.41
H -0.806 -1.219 -2.832 0.14
H -2.282 1.421 -0.620 0.24
H -1.049 1.226 0.647 0.22
H -1.281 -0.701 2.296 0.21
H -2.890 -2.169 3.547 0.22
H -5.229 -2.544 2.507 0.21
H -5.803 -1.520 0.400 0.22
H -4.047 -0.026 -0.767 0.23
```

SMILES string	Cc1cc(C)c(NN(C=O)Cc2ccccc2)nn1
maximum force	2.7	eV/A
frontier orbital gap	9.3	eV
HOMO energy	-8.640	eV
E_LUMO	0.7	eV
E	-22783.59550	eV
ΔE to the lowest compared entry with this formula, charge and spin	73.1	kcal per mole

# C14H16N4O2PdS4

A structure of composition C14H16N4O2PdS4 (wB97M-V/def2-TZVPD, the Open Molecules 2025 dataset).

Structure (XYZ):
```
41
Properties=species:S:1:pos:R:3:nbo_charge:R:1
Pd 0.436 0.600 1.279 0.98
C 3.821 2.834 -0.778 -0.70
C 2.684 1.862 -0.520 0.53
O 2.260 1.773 0.652 -0.65
C 2.183 1.207 -1.673 -0.38
C 1.130 0.305 -1.826 0.28
C 0.766 -0.149 -3.212 -0.66
N 0.393 -0.168 -0.826 -0.28
N -0.526 -1.073 -1.038 -0.35
C -1.315 -1.407 0.009 0.59
O -1.267 -0.863 1.133 -0.62
C -2.304 -2.480 -0.223 -0.07
C -2.982 -2.992 0.886 -0.18
C -3.932 -3.983 0.725 -0.22
C -4.219 -4.466 -0.542 -0.19
C -3.555 -3.955 -1.647 -0.22
C -2.596 -2.970 -1.494 -0.19
H 4.154 3.278 0.156 0.23
H 3.492 3.623 -1.452 0.23
H 4.663 2.323 -1.237 0.24
H 2.686 1.479 -2.592 0.21
H 1.397 0.319 -3.959 0.21
H -0.276 0.097 -3.410 0.24
H 0.872 -1.230 -3.272 0.24
H -2.746 -2.599 1.863 0.24
H -4.453 -4.375 1.586 0.22
H -4.959 -5.244 -0.668 0.21
H -3.797 -4.330 -2.632 0.21
H -2.074 -2.564 -2.347 0.23
S 3.462 -0.850 4.271 0.30
C 2.142 -0.676 3.269 -0.59
S 0.828 0.299 3.771 -0.19
S 2.039 -1.430 1.752 -0.06
N 0.735 4.213 0.986 -0.77
C -0.082 3.287 1.510 0.31
N -0.120 3.140 2.843 -0.78
S -1.200 2.487 0.527 -0.22
H 1.529 4.551 1.509 0.39
H 0.770 4.274 -0.019 0.42
H 0.635 3.475 3.423 0.40
H -0.676 2.376 3.215 0.43
```

maximum force	2.4	eV/A
frontier orbital gap (spin up / spin down)	7.5 / 5.7	eV
HOMO energy (spin up / spin down)	-7.385 / -8.234	eV
E_LUMO (spin up / spin down)	0.1 / -2.5	eV
E	-71652.04455	eV
ΔE to the lowest compared entry with this formula, charge and spin	7.2	kcal per mole
spin multiplicity	5

Question: Number 1 is which compound?
Answer: C14H16N4O